No. 1
Below is C39H43N9PdS2Sb as an isolated structure, with properties calculated with the ωB97M-V functional and the def2-TZVPD basis.

```
95
Properties=species:S:1:pos:R:3:forces:R:3:lowdin_spin:R:1
Pd 0.291 0.480 -1.418 -0.388 -0.112 0.198 1.2061
N 3.047 -1.555 -1.284 0.114 0.032 0.165 0.0012
C 3.474 -0.331 -1.604 -0.126 0.022 -0.015 0.0044
N 4.784 -0.101 -1.646 -0.136 -0.030 -0.015 0.0033
C 5.120 1.136 -2.002 0.154 0.162 -0.118 0.0002
N 6.426 1.429 -2.070 -0.082 -0.010 0.002 -0.0004
N 4.260 2.139 -2.300 0.274 -0.142 0.132 0.0041
C 2.997 1.806 -2.191 -0.458 0.455 -0.056 0.0058
N 2.531 0.603 -1.874 0.044 -0.067 -0.059 0.0728
C 1.977 2.900 -2.415 0.409 -0.474 -0.011 0.0053
C 2.384 4.214 -2.531 0.094 0.183 -0.060 -0.0006
C 1.417 5.191 -2.714 0.140 0.070 -0.006 0.0049
C 0.089 4.815 -2.780 -0.130 -0.025 -0.046 -0.0006
C -0.225 3.471 -2.654 -0.045 0.051 -0.053 0.0064
N 0.697 2.532 -2.473 0.000 0.028 0.212 0.0192
H 3.731 -2.251 -1.043 -0.003 -0.015 -0.005 0.0000
H 2.061 -1.729 -1.146 -0.047 -0.015 -0.019 0.0027
H 7.104 0.711 -1.890 0.013 -0.008 0.003 0.0000
H 6.710 2.347 -2.354 0.012 0.015 -0.013 0.0000
H 3.438 4.443 -2.470 -0.037 0.026 -0.015 0.0000
H 1.700 6.233 -2.807 -0.002 -0.055 0.021 0.0003
H -0.699 5.543 -2.923 0.040 -0.042 0.000 -0.0001
H -1.252 3.133 -2.691 -0.035 -0.025 0.068 0.0002
S -1.884 1.227 -0.298 -0.307 0.147 -0.179 0.1258
C -3.309 0.609 -1.015 0.019 -0.270 -0.123 0.0203
N -4.469 0.682 -0.352 -0.063 0.101 0.067 0.0092
C -5.735 0.139 -0.845 0.141 0.051 0.061 0.0020
C -5.736 0.183 -2.361 0.021 0.045 -0.021 0.0001
C -4.501 -0.535 -2.871 0.168 0.085 0.111 0.0003
N -3.317 0.033 -2.221 -0.065 0.073 0.093 0.0016
H -4.424 1.119 0.555 -0.019 -0.051 0.005 0.0027
H -6.547 0.732 -0.431 -0.004 0.044 0.020 0.0000
H -5.858 -0.890 -0.501 -0.011 -0.038 0.042 0.0004
H -5.721 1.222 -2.697 -0.030 -0.009 -0.008 0.0000
H -6.636 -0.290 -2.750 0.007 -0.008 -0.007 0.0000
H -4.390 -0.408 -3.945 0.029 0.013 -0.045 0.0002
H -4.568 -1.605 -2.663 0.034 -0.049 0.024 0.0000
H -2.413 -0.091 -2.644 0.031 -0.039 -0.030 0.0025
S 1.300 1.193 0.790 0.018 -0.021 0.137 0.1447
Sb 0.450 0.617 2.847 0.387 0.009 -0.244 0.0217
C -1.606 0.599 3.197 -0.120 0.016 0.072 0.0000
C -2.295 -0.566 2.865 -0.171 0.138 0.096 0.0001
C -3.661 -0.634 3.099 -0.029 0.055 -0.008 0.0002
C -4.331 0.457 3.649 0.038 -0.074 -0.046 0.0000
C -3.640 1.621 3.961 0.027 -0.016 -0.019 0.0004
C -2.270 1.695 3.738 -0.111 -0.085 -0.134 0.0004
C 1.052 -1.340 3.311 0.008 -0.150 -0.034 0.0002
C 2.154 -1.863 2.640 -0.071 -0.099 0.086 0.0003
C 2.568 -3.160 2.914 -0.016 0.016 0.011 0.0001
C 1.882 -3.928 3.848 -0.010 0.020 -0.020 0.0001
C 0.786 -3.400 4.521 0.035 0.020 -0.036 0.0001
C 0.367 -2.103 4.254 0.125 0.009 -0.010 0.0001
C 1.446 1.878 4.197 -0.088 0.107 0.040 0.0128
C 2.789 2.141 3.931 -0.099 0.151 0.179 0.0049
C 3.500 2.973 4.786 -0.003 -0.037 -0.026 0.0003
C 2.876 3.542 5.890 0.030 -0.018 -0.035 0.0003
C 1.540 3.276 6.152 0.008 -0.028 -0.005 0.0008
C 0.821 2.441 5.308 0.058 -0.099 -0.018 0.0015
H -1.780 -1.411 2.422 -0.021 0.015 0.019 0.0000
H -4.203 -1.541 2.856 0.012 0.051 0.008 0.0000
H -5.396 0.397 3.840 0.049 -0.006 -0.009 0.0000
H -4.164 2.469 4.384 0.019 -0.032 -0.016 0.0000
H -1.740 2.612 3.966 0.003 0.001 -0.009 0.0000
H 2.672 -1.268 1.895 -0.016 -0.001 -0.019 0.0000
H 3.425 -3.575 2.395 -0.040 0.017 0.030 0.0000
H 2.200 -4.943 4.050 0.000 0.043 0.003 0.0000
H 0.258 -3.998 5.253 0.010 0.011 -0.021 0.0000
H -0.486 -1.697 4.786 -0.004 -0.006 -0.020 0.0000
H 3.275 1.717 3.061 -0.008 -0.002 -0.029 0.0032
H 4.544 3.179 4.587 -0.026 0.002 0.013 0.0001
H 3.434 4.194 6.550 -0.005 -0.019 -0.024 0.0000
H 1.056 3.714 7.015 0.006 -0.004 -0.016 0.0001
H -0.217 2.225 5.533 0.034 -0.009 0.001 0.0001
C 1.538 -1.239 -4.399 -0.075 -0.094 -0.091 0.0058
N 0.259 -1.816 -4.772 0.006 -0.036 0.091 0.0007
C 0.402 -3.201 -5.182 -0.019 0.065 -0.043 0.0008
C -0.790 -1.597 -3.782 0.163 -0.122 0.029 0.0240
C -0.673 -2.255 -2.411 -0.041 -0.174 0.028 0.0357
C -1.013 -3.607 -2.291 -0.017 0.007 0.051 0.0104
C -0.963 -4.266 -1.070 0.020 0.074 -0.045 -0.0079
C -0.600 -3.555 0.066 -0.019 0.063 -0.020 0.0064
C -0.283 -2.205 -0.044 -0.055 -0.075 0.036 0.0180
C -0.296 -1.536 -1.266 0.261 -0.023 -0.155 0.1886
H 2.183 -1.184 -5.279 -0.010 -0.047 -0.007 0.0004
H 2.067 -1.814 -3.626 -0.046 -0.004 -0.012 0.0001
H 1.393 -0.225 -4.027 -0.036 0.047 -0.030 0.0044
H 1.082 -3.253 -6.034 -0.011 0.022 0.015 0.0000
H -0.564 -3.602 -5.498 0.031 0.030 0.018 0.0000
H 0.806 -3.848 -4.389 -0.001 -0.011 0.008 0.0001
H -1.733 -1.913 -4.242 -0.017 0.004 -0.018 0.0007
H -0.836 -0.511 -3.638 -0.002 0.164 -0.044 0.0139
H -1.333 -4.155 -3.171 -0.004 0.005 -0.009 0.0025
H -1.213 -5.318 -1.007 -0.010 0.040 0.000 -0.0005
H -0.572 -4.042 1.035 0.022 0.001 -0.005 0.0012
H -0.022 -1.657 0.854 0.073 -0.028 -0.013 0.0020
```
Forces are in eV/Å.

Computed properties:
⟨S²⟩   2.008
LUMO energy (alpha / beta)   -2.102 / -3.170 eV
Gap between HOMO and LUMO (alpha / beta)   6.89 / 6.92 eV
Total charge   +1
Calculated total energy   -3169.11554 hartree
Spin multiplicity   3
HOMO (alpha / beta)   -9.00 / -10.09 eV
Energy above the lowest of the compared OMol25 structures with the same formula, charge and spin   58.0 kJ/mol
Max |F|   0.65 eV/Å

No. 2
Below is C24H45BInO6S as an isolated structure at a distorted geometry, with properties calculated with the ωB97M-V functional and the def2-TZVPD basis.

```
78
Properties=species:S:1:pos:R:3:forces:R:3:lowdin_charge:R:1
C 5.105 0.982 2.132 0.335 0.759 -0.207 -0.1199
O 3.766 0.633 1.777 0.813 -0.598 1.187 -0.2121
C 3.588 -0.791 1.829 -0.658 -0.106 -1.681 -0.2008
C 4.145 -1.416 0.466 -0.332 -0.497 0.619 -0.1755
C 5.140 -2.606 0.701 0.655 0.008 -0.067 -0.2155
C 5.799 -3.200 -0.605 -0.627 0.631 -1.244 -0.2053
C 6.066 -2.103 -1.742 -0.449 -0.494 1.332 -0.2082
C 7.014 -0.989 -1.179 0.542 0.060 -1.207 -0.2136
C 7.187 0.262 -2.128 0.278 0.424 0.672 -0.2111
C 6.031 1.330 -2.034 0.321 0.002 -0.521 -0.2164
C 4.804 1.072 -2.982 -0.221 0.983 0.000 -0.2113
C 3.554 1.988 -2.570 0.110 -1.934 -0.646 -0.1913
C 2.389 1.009 -2.115 -0.064 1.177 1.394 -0.3110
C 1.365 1.751 -1.160 -0.669 -0.385 -0.078 -0.2831
In -0.717 1.372 -2.015 1.162 0.094 -0.485 0.7222
C -1.369 -0.779 -1.845 -0.982 -0.928 0.268 -0.2490
C -2.865 -0.993 -1.516 -1.569 -0.994 -0.409 -0.2858
C -3.552 -0.534 -0.322 -1.212 -0.729 -0.623 -0.0424
C -4.979 -0.780 -0.050 1.293 -0.542 -1.987 -0.0693
C -5.772 -1.515 -1.029 2.289 0.631 0.189 -0.1030
C -5.098 -2.016 -2.230 0.411 0.931 1.163 -0.1096
C -3.689 -1.768 -2.477 -1.134 0.758 1.839 -0.0615
O -2.038 2.758 -1.141 0.215 -0.220 2.124 -0.1098
B -1.971 2.799 0.218 -0.395 0.294 -0.914 -0.8962
O -2.944 3.550 0.990 0.231 -1.006 -0.490 0.0552
O -0.991 2.089 1.018 -1.262 -0.303 -0.523 0.0444
H 5.147 2.067 2.431 -0.320 -1.053 -0.291 0.0957
H 5.790 0.893 1.239 -0.459 -0.208 0.917 0.0669
H 5.484 0.376 3.002 -0.283 0.397 -0.833 0.0914
H 2.475 -0.955 1.826 1.087 0.217 0.326 0.1266
H 4.047 -1.253 2.742 -0.242 0.429 -0.648 0.1134
H 3.261 -1.808 -0.115 0.883 0.411 0.436 0.1207
H 4.563 -0.563 -0.120 -0.202 -0.810 0.462 0.0820
H 4.567 -3.418 1.220 0.563 0.594 -0.353 0.1082
H 5.986 -2.320 1.393 -0.956 0.011 -0.494 0.1080
H 5.054 -3.909 -1.058 0.849 0.294 0.425 0.1036
H 6.780 -3.711 -0.444 -0.932 0.160 0.301 0.1000
H 5.054 -1.743 -2.049 0.963 0.076 0.183 0.0873
H 6.510 -2.617 -2.636 -0.214 0.565 0.766 0.1120
H 6.731 -0.612 -0.164 0.018 -0.476 -0.851 0.0843
H 8.035 -1.462 -1.069 -0.942 0.391 0.005 0.1115
H 7.369 -0.026 -3.202 -0.297 0.102 1.006 0.1121
H 8.129 0.784 -1.784 -0.815 -0.497 -0.389 0.0997
H 6.481 2.316 -2.350 -0.528 -0.857 0.325 0.1103
H 5.718 1.491 -0.960 0.162 -0.409 -1.009 0.0958
H 4.447 0.014 -3.003 0.529 0.767 0.133 0.0822
H 5.118 1.331 -4.029 -0.118 -0.342 0.829 0.1023
H 3.208 2.554 -3.476 0.314 -0.145 1.089 0.1088
H 3.855 2.644 -1.718 -0.444 -0.311 -0.774 0.1004
H 1.830 0.573 -2.984 0.867 0.311 0.407 0.0686
H 2.845 0.169 -1.514 -0.394 0.693 -0.761 0.0761
H 1.400 1.394 -0.094 0.206 0.360 -1.057 0.0243
H 1.469 2.869 -1.148 0.161 -0.948 -0.090 0.0364
H -0.553 1.745 -3.784 -0.191 -0.048 0.353 -0.0772
H -1.192 -1.255 -2.853 -0.098 0.557 0.935 0.0311
H -0.746 -1.378 -1.123 -0.497 0.712 -0.468 0.0447
H -3.006 0.034 0.464 -0.295 -0.453 -0.758 0.0887
H -5.420 -0.367 0.895 0.663 -0.695 -1.505 0.0490
H -6.853 -1.657 -0.816 0.925 -0.059 -0.409 0.0718
H -5.721 -2.589 -2.963 0.794 0.551 0.631 0.0832
H -3.223 -2.178 -3.397 -0.333 0.404 0.777 0.0907
H -3.612 2.873 1.210 0.269 0.649 0.073 0.0755
H -1.197 1.143 0.895 0.612 0.476 0.067 0.0602
C -8.750 0.466 4.730 0.036 0.103 0.031 -0.2259
C -9.516 1.354 3.744 -0.108 0.002 0.073 -0.2197
C -8.738 1.351 2.424 -0.282 0.451 0.094 -0.2161
S -7.868 -0.215 2.360 -0.192 -0.085 -0.001 0.6782
O -6.450 0.045 2.417 -0.478 0.021 0.364 -0.3268
O -8.455 -1.045 1.338 0.297 0.034 -0.023 -0.3172
C -8.401 -0.802 3.961 -0.098 -0.020 0.461 -0.2318
H -9.342 0.244 5.619 0.044 0.003 -0.031 0.1130
H -7.836 0.974 5.050 -0.024 -0.064 -0.002 0.1207
H -10.516 0.941 3.583 0.054 0.002 0.007 0.1152
H -9.639 2.368 4.125 0.004 -0.046 -0.044 0.1132
H -9.402 1.428 1.564 0.193 -0.086 -0.071 0.1046
H -7.997 2.149 2.395 0.062 -0.138 -0.051 0.1096
H -7.605 -1.382 4.426 0.042 -0.015 -0.193 0.1095
H -9.282 -1.427 3.809 0.066 0.008 -0.077 0.1070
```
Forces are in eV/Å.

Computed properties:
LUMO energy   1.946 eV
Gap between HOMO and LUMO   6.15 eV
Total charge   -1
Calculated total energy   -2006.11701 hartree
HOMO   -4.20 eV
Max |F|   2.43 eV/Å